{"formula": "C9H10O4S2", "method": "the ωB97M-V functional and the def2-TZVPD basis", "species": ["C", "C", "C", "C", "C", "C", "C", "C", "C", "O", "O", "O", "O", "S", "S", "H", "H", "H", "H", "H", "H", "H", "H", "H", "H"], "coordinates": [[-2.295, -0.865, 2.266], [-3.121, 0.016, 1.537], [-1.089, -1.299, 1.905], [-2.518, 0.625, 0.428], [-0.564, -0.774, 0.724], [-1.271, 0.179, 0.068], [1.376, 0.459, -1.009], [1.855, 1.478, 0.004], [2.232, -0.028, -2.073], [0.928, -2.428, -0.712], [2.030, -1.176, 1.070], [-0.770, 2.009, -1.777], [-0.619, -0.440, -2.433], [1.037, -1.198, 0.065], [-0.415, 0.642, -1.490], [-2.557, -1.069, 3.353], [-4.061, 0.227, 2.065], [-0.637, -2.204, 2.346], [-2.955, 1.170, -0.384], [2.904, 1.606, -0.051], [1.790, 1.113, 1.022], [1.385, 2.428, -0.033], [1.741, -0.848, -2.467], [3.140, -0.327, -1.546], [2.454, 0.704, -2.877]], "gap_ev": 10.18}

***

{"formula": "C3H6N2S2", "method": "the ωB97M-V functional and the def2-TZVPD basis", "species": ["N", "C", "C", "N", "S", "C", "S", "H", "H", "H", "H", "H", "H"], "coordinates": [[1.052, -0.746, -1.470], [0.734, 0.402, -0.704], [-0.814, 0.575, -0.349], [-0.434, -0.121, 0.867], [-1.620, -0.495, 2.143], [0.878, -0.195, 0.698], [2.023, -0.904, 1.517], [0.649, -1.724, -1.231], [0.942, -0.646, -2.535], [1.477, 1.332, -0.852], [-1.722, 0.107, -0.766], [-1.141, 1.660, -0.098], [-2.023, 0.754, 2.780]], "smiles": "N[C@H]1CN(S)C1=S", "gap_ev": 8.71}

***

{"formula": "C48H41N5P2S2ScTe", "method": "the ωB97M-V functional and the def2-TZVPD basis", "species": ["Sc", "C", "S", "C", "S", "N", "N", "C", "C", "C", "C", "C", "C", "N", "H", "H", "H", "H", "H", "H", "H", "H", "C", "N", "P", "C", "C", "C", "C", "C", "C", "C", "C", "C", "C", "C", "C", "P", "C", "C", "C", "C", "C", "C", "C", "C", "C", "C", "C", "C", "H", "H", "H", "H", "H", "H", "H", "H", "H", "H", "H", "H", "H", "H", "H", "H", "H", "H", "H", "H", "H", "H", "H", "C", "C", "C", "C", "C", "C", "C", "C", "C", "C", "C", "C", "C", "C", "C", "N", "H", "H", "H", "H", "H", "H", "H", "H", "H", "H", "Te"], "coordinates": [[-0.287, 0.211, -0.339], [3.776, -2.350, -3.672], [3.762, -0.632, -3.144], [2.266, -0.583, -2.209], [1.942, 0.967, -1.472], [1.503, -1.604, -2.163], [0.353, -1.447, -1.415], [-0.310, -2.660, -1.241], [-1.283, -2.678, -0.300], [-2.067, -3.831, 0.070], [-2.933, -3.768, 1.100], [-3.095, -2.530, 1.817], [-2.380, -1.453, 1.408], [-1.480, -1.450, 0.377], [4.663, -2.481, -4.293], [3.835, -3.022, -2.817], [2.885, -2.589, -4.248], [-0.011, -3.520, -1.827], [-1.919, -4.748, -0.490], [-3.508, -4.643, 1.384], [-3.784, -2.442, 2.645], [-2.494, -0.499, 1.911], [0.637, -2.609, 2.538], [1.595, -1.469, 2.545], [2.628, -1.577, 1.096], [4.223, -0.906, 1.712], [4.579, -0.785, 3.054], [5.823, -0.288, 3.410], [6.728, 0.097, 2.427], [6.376, -0.004, 1.090], [5.125, -0.494, 0.733], [3.062, -3.369, 1.113], [2.815, -4.067, -0.064], [3.125, -5.421, -0.157], [3.672, -6.084, 0.928], [3.913, -5.394, 2.113], [3.613, -4.045, 2.201], [0.772, 0.065, 2.521], [-0.205, -0.045, 4.065], [-1.265, 0.840, 4.231], [-1.996, 0.847, 5.412], [-1.677, -0.031, 6.436], [-0.619, -0.919, 6.278], [0.114, -0.923, 5.101], [2.086, 1.220, 3.075], [2.468, 1.355, 4.411], [3.520, 2.185, 4.763], [4.213, 2.885, 3.784], [3.829, 2.772, 2.458], [2.761, 1.955, 2.112], [1.074, -3.441, 3.093], [0.404, -2.947, 1.526], [-0.308, -2.334, 3.001], [3.857, -1.054, 3.815], [6.082, -0.186, 4.457], [7.697, 0.492, 2.707], [7.067, 0.311, 0.317], [4.842, -0.546, -0.315], [2.371, -3.544, -0.905], [2.930, -5.954, -1.080], [3.909, -7.139, 0.858], [4.338, -5.911, 2.965], [3.807, -3.510, 3.122], [-1.538, 1.510, 3.423], [-2.823, 1.538, 5.520], [-2.253, -0.031, 7.354], [-0.366, -1.609, 7.073], [0.945, -1.607, 4.983], [1.943, 0.808, 5.183], [3.806, 2.281, 5.804], [5.047, 3.519, 4.058], [4.357, 3.313, 1.682], [2.461, 1.903, 1.073], [1.201, 4.594, 0.653], [1.551, 4.671, -0.690], [0.782, 4.009, -1.626], [-0.337, 3.266, -1.240], [-0.715, 3.201, 0.111], [0.089, 3.869, 1.043], [-1.111, 2.575, -2.296], [-1.554, 3.313, -3.420], [-2.280, 2.688, -4.384], [-2.600, 1.320, -4.237], [-3.379, 0.620, -5.185], [-3.686, -0.695, -4.985], [-3.227, -1.356, -3.828], [-2.464, -0.707, -2.898], [-2.125, 0.649, -3.088], [-1.360, 1.294, -2.152], [1.804, 5.091, 1.404], [2.431, 5.220, -1.000], [1.072, 4.020, -2.670], [-0.178, 3.818, 2.091], [-1.315, 4.366, -3.476], [-2.635, 3.225, -5.257], [-3.728, 1.150, -6.064], [-4.284, -1.236, -5.708], [-3.479, -2.396, -3.667], [-2.122, -1.235, -2.020], [-2.475, 2.197, 0.781]], "charge": -1, "gap_ev": 4.89}

***

{"formula": "C3H9NS", "method": "the ωB97M-V functional and the def2-TZVPD basis", "species": ["C", "N", "H", "H", "H", "C", "C", "S", "H", "H", "H", "H", "H", "H"], "coordinates": [[2.754, -0.719, 0.263], [2.116, 0.125, -0.423], [3.796, -0.584, 0.542], [2.230, -1.595, 0.630], [2.702, 0.909, -0.686], [-2.184, -0.501, -0.336], [-1.215, 0.682, -0.358], [-1.080, 1.642, 1.203], [-1.676, -1.449, -0.483], [-3.026, -0.399, -1.019], [-2.685, -0.574, 0.633], [-1.446, 1.293, -1.226], [-0.188, 0.337, -0.429], [-0.099, 0.834, 1.688]], "smiles": "C=N.CCS", "gap_ev": 9.61}

***

{"formula": "C4H7NO", "method": "the ωB97M-V functional and the def2-TZVPD basis", "species": ["N", "C", "C", "C", "C", "O", "H", "H", "H", "H", "H", "H", "H"], "coordinates": [[0.713, -1.561, 2.064], [0.861, -0.636, 1.383], [1.011, 0.529, 0.495], [0.515, 0.217, -0.897], [-1.249, -0.089, -0.720], [-1.775, 0.033, 0.561], [0.375, 1.321, 0.891], [2.052, 0.856, 0.523], [0.613, 1.046, -1.594], [1.143, -0.612, -1.332], [-1.757, 0.644, -1.342], [-0.765, -0.952, -1.089], [-1.737, -0.795, 1.057]], "smiles": "N#CCCCO", "gap_ev": 10.24}

***

{"formula": "C52H62N10O3PS2Sr", "method": "the ωB97M-V functional and the def2-TZVPD basis", "species": ["Sr", "C", "C", "C", "C", "C", "C", "C", "C", "C", "C", "C", "C", "H", "H", "H", "H", "H", "H", "H", "H", "H", "H", "H", "H", "H", "H", "H", "H", "H", "H", "S", "C", "C", "C", "C", "C", "C", "N", "C", "C", "C", "C", "C", "C", "C", "C", "N", "C", "C", "C", "C", "C", "S", "C", "H", "H", "H", "H", "H", "H", "H", "H", "H", "H", "H", "H", "O", "P", "N", "C", "C", "C", "C", "N", "C", "C", "C", "C", "N", "C", "C", "C", "C", "H", "H", "H", "H", "H", "H", "H", "H", "H", "H", "H", "H", "H", "H", "H", "H", "H", "H", "H", "H", "H", "H", "H", "H", "O", "C", "O", "C", "C", "C", "C", "C", "C", "H", "H", "H", "H", "H", "N", "N", "N", "C", "N", "N", "H", "H", "H"], "coordinates": [[-0.522, -0.502, -0.416], [-4.388, -1.211, -0.872], [-3.799, -0.849, 0.476], [-3.331, -1.865, 1.321], [-3.482, -3.317, 0.908], [-2.872, -1.553, 2.607], [-2.450, -2.666, 3.546], [-2.889, -0.224, 3.049], [-2.618, 0.049, 4.514], [-3.279, 0.805, 2.173], [-3.229, 2.256, 2.613], [-3.785, 0.485, 0.905], [-4.423, 1.546, 0.033], [-5.444, -1.489, -0.786], [-3.857, -2.047, -1.326], [-4.322, -0.376, -1.570], [-2.599, -3.689, 0.378], [-4.339, -3.451, 0.249], [-3.639, -3.959, 1.774], [-1.811, -2.302, 4.350], [-1.897, -3.443, 3.015], [-3.318, -3.146, 4.015], [-1.567, -0.067, 4.781], [-3.171, -0.656, 5.137], [-2.931, 1.048, 4.811], [-4.159, 2.575, 3.094], [-3.053, 2.916, 1.764], [-2.420, 2.430, 3.319], [-3.764, 1.829, -0.794], [-4.671, 2.443, 0.597], [-5.354, 1.175, -0.399], [3.203, -2.189, 6.047], [3.128, -0.837, 7.084], [2.379, 0.160, 6.548], [1.858, -0.190, 5.267], [2.216, -1.441, 4.854], [1.854, -2.137, 3.596], [1.041, -1.504, 2.633], [0.658, -2.064, 1.499], [1.077, -3.324, 1.226], [1.913, -4.026, 2.094], [2.379, -5.342, 1.736], [2.023, -5.901, 0.568], [1.139, -5.214, -0.341], [0.753, -5.771, -1.567], [-0.123, -5.111, -2.390], [-0.630, -3.879, -1.921], [-0.255, -3.303, -0.793], [0.644, -3.954, -0.009], [-0.510, -5.643, -3.718], [-0.136, -6.822, -4.290], [-0.666, -7.010, -5.601], [-1.431, -5.961, -6.000], [-1.516, -4.753, -4.798], [2.282, -3.405, 3.295], [3.642, -0.855, 8.037], [2.199, 1.109, 7.042], [1.239, 0.476, 4.682], [0.706, -0.477, 2.794], [3.032, -5.867, 2.426], [2.386, -6.886, 0.294], [1.164, -6.735, -1.855], [-1.375, -3.334, -2.498], [0.497, -7.552, -3.794], [-0.483, -7.887, -6.212], [-1.959, -5.833, -6.936], [2.929, -3.947, 3.980], [0.895, 1.006, 0.406], [1.355, 2.439, 0.586], [1.050, 3.418, -0.669], [2.005, 4.361, -1.279], [1.211, 4.986, -2.452], [-0.060, 4.131, -2.591], [-0.319, 3.676, -1.165], [0.609, 3.110, 1.868], [0.276, 4.532, 2.048], [0.922, 4.886, 3.382], [0.723, 3.607, 4.215], [0.750, 2.455, 3.187], [2.957, 2.414, 0.876], [3.725, 3.542, 1.445], [4.975, 3.606, 0.575], [5.240, 2.127, 0.260], [3.844, 1.505, 0.107], [2.891, 3.826, -1.623], [2.337, 5.134, -0.583], [1.802, 5.013, -3.368], [0.942, 6.014, -2.209], [0.117, 3.257, -3.222], [-0.897, 4.690, -3.008], [-0.938, 2.783, -1.112], [-0.801, 4.479, -0.590], [-0.808, 4.651, 2.121], [0.621, 5.136, 1.209], [0.469, 5.764, 3.841], [1.987, 5.083, 3.247], [-0.243, 3.637, 4.725], [1.495, 3.484, 4.974], [-0.070, 1.757, 3.352], [1.687, 1.891, 3.224], [4.005, 3.317, 2.477], [3.144, 4.465, 1.451], [5.807, 4.084, 1.091], [4.775, 4.164, -0.341], [5.764, 1.663, 1.099], [5.848, 1.983, -0.632], [3.805, 0.495, 0.508], [3.530, 1.453, -0.939], [-1.900, 0.934, -1.728], [-1.798, 0.039, -2.623], [-1.521, -1.169, -2.334], [-1.943, 0.399, -4.075], [-1.515, -0.471, -5.072], [-1.633, -0.109, -6.410], [-2.192, 1.118, -6.751], [-2.627, 1.986, -5.756], [-2.495, 1.629, -4.421], [-1.100, -1.430, -4.792], [-1.296, -0.789, -7.186], [-2.293, 1.397, -7.794], [-3.069, 2.940, -6.023], [-2.823, 2.296, -3.630], [2.108, 1.636, -4.786], [1.868, 0.573, -3.929], [1.952, -0.674, -4.330], [1.558, -1.308, -3.230], [1.264, -0.459, -2.229], [1.481, 0.763, -2.704], [2.718, 1.313, -5.520], [2.483, 2.404, -4.251], [1.474, -2.383, -3.164]], "charge": 1, "gap_ev": 7.61}

***

{"formula": "C14H44O8", "method": "the ωB97M-V functional and the def2-TZVPD basis", "species": ["C", "O", "H", "H", "H", "H", "C", "O", "H", "H", "H", "H", "C", "C", "O", "H", "H", "H", "H", "H", "H", "C", "C", "O", "H", "H", "H", "H", "H", "H", "C", "C", "O", "H", "H", "H", "H", "H", "H", "C", "C", "O", "H", "H", "H", "H", "H", "H", "C", "C", "O", "H", "H", "H", "H", "H", "H", "C", "C", "O", "H", "H", "H", "H", "H", "H"], "coordinates": [[8.929, 14.216, -26.529], [8.672, 14.723, -27.844], [9.361, 15.034, -25.954], [7.939, 14.069, -26.097], [9.562, 13.332, -26.447], [9.504, 14.894, -28.291], [5.173, 16.037, -26.934], [5.477, 15.394, -25.723], [6.070, 16.497, -27.347], [4.928, 15.229, -27.624], [4.346, 16.736, -26.808], [6.155, 14.724, -25.838], [5.804, 15.964, -30.780], [6.964, 15.524, -31.664], [6.366, 14.768, -32.743], [6.186, 16.350, -29.835], [5.185, 15.103, -30.527], [5.247, 16.789, -31.224], [7.659, 14.839, -31.179], [7.509, 16.359, -32.104], [6.543, 13.850, -32.521], [5.016, 19.467, -25.578], [6.432, 19.368, -26.163], [6.270, 19.478, -27.613], [5.059, 19.605, -24.498], [4.432, 18.586, -25.841], [4.529, 20.382, -25.916], [6.839, 18.382, -25.938], [7.187, 20.036, -25.748], [7.176, 19.570, -27.916], [2.490, 13.851, -26.203], [1.173, 13.143, -26.267], [1.494, 11.798, -26.549], [3.010, 13.878, -27.161], [3.069, 13.336, -25.436], [2.445, 14.867, -25.811], [0.478, 13.544, -27.005], [0.601, 13.282, -25.349], [1.619, 11.704, -27.496], [1.721, 16.826, -28.940], [0.733, 17.567, -29.827], [0.076, 16.660, -30.688], [1.330, 16.237, -28.110], [2.358, 17.569, -28.461], [2.352, 16.201, -29.573], [1.235, 18.236, -30.525], [-0.009, 18.141, -29.272], [-0.794, 16.460, -30.337], [4.633, 10.326, -27.616], [5.041, 11.029, -26.334], [4.074, 10.776, -25.262], [5.526, 10.387, -28.238], [3.839, 10.860, -28.139], [4.321, 9.286, -27.521], [5.128, 12.113, -26.411], [6.026, 10.696, -26.005], [3.282, 11.169, -25.633], [7.605, 12.197, -23.234], [7.989, 11.095, -24.229], [9.106, 10.406, -23.673], [7.010, 11.800, -22.411], [6.954, 13.000, -23.581], [8.460, 12.665, -22.747], [8.214, 11.552, -25.192], [7.232, 10.332, -24.409], [9.657, 11.052, -23.225]], "s2": 0.750, "spin_multiplicity": 2, "charge": -1, "gap_ev": [1.74, 9.57]}

***

{"formula": "CH4BrN2", "method": "the ωB97M-V functional and the def2-TZVPD basis", "species": ["N", "C", "N", "Br", "H", "H", "H", "H"], "coordinates": [[-1.081, 0.140, -0.438], [0.077, 0.511, -0.050], [1.033, -0.308, 0.324], [0.768, -2.139, 0.787], [-1.705, 0.977, -0.718], [-1.267, -0.852, -0.664], [0.361, 1.534, 0.060], [1.814, 0.137, 0.698]], "smiles": "[NH2+]=CNBr", "charge": 1, "gap_ev": 10.12}